Entry 1:
Here is 8 unconnected molecules or ions with the total composition C40H75O21P in a non-equilibrium geometry from the Open Molecules 2025 dataset. Energies are from the ωB97M-V functional and the def2-TZVPD basis.

XYZ file:
```
137
Properties=species:S:1:pos:R:3:mulliken_charge:R:1
C -13.5296 3.1894 -2.3627 -0.869
C -12.8891 4.4560 -1.6104 -0.227
O -12.0471 4.0895 -0.4627 -0.429
C -10.7094 4.0253 -1.0529 0.061
O -9.7029 3.5914 -0.0948 -0.390
P -8.4026 3.0258 -1.0865 1.062
O -8.5769 1.4864 -1.1369 -0.585
O -8.3743 3.7537 -2.6198 -0.305
C -8.7219 2.8038 -3.6831 -0.112
O -9.1788 3.5862 -4.7965 -0.315
C -8.2767 3.5271 -5.9337 -0.614
O -6.8766 3.3957 -0.3660 -0.424
C -5.8747 2.6078 -1.1030 -0.214
O -5.6998 1.3931 -0.3452 -0.239
C -5.0886 0.3583 -1.1263 0.325
C -3.6544 0.3643 -1.7051 -0.040
C -3.0928 -0.8645 -2.5124 -0.465
C -3.9952 -2.1217 -2.7386 -0.388
C -5.4599 -2.1625 -2.1690 -0.468
C -5.9666 -0.9240 -1.3762 -0.344
H -12.9734 2.2035 -2.1931 0.273
H -14.6649 3.0941 -2.1653 0.281
H -13.4513 3.3969 -3.5003 0.256
H -12.2898 5.0400 -2.4127 0.246
H -13.6992 5.2027 -1.2585 0.351
H -10.8114 3.2748 -1.9311 0.044
H -10.3781 5.0713 -1.4236 0.242
H -9.6011 2.1131 -3.3886 0.221
H -7.8003 2.1631 -3.8872 0.292
H -8.7730 2.8615 -6.7252 0.241
H -7.2261 3.1513 -5.6965 0.305
H -8.1884 4.6068 -6.3348 0.225
H -6.1665 2.4389 -2.1950 0.177
H -4.9232 3.2607 -1.0869 0.275
H -2.9661 1.2707 -1.5187 0.228
H -2.0136 -0.8680 -2.9181 0.349
H -3.6240 -3.0553 -3.2934 0.314
H -6.0989 -3.1037 -2.3160 0.307
H -7.0208 -0.9417 -0.9354 0.329
C -3.2357 0.5701 2.2687 -0.294
C -1.9373 -0.2030 2.2090 -0.456
O -1.0585 0.3446 1.2119 -0.347
C -0.2028 1.3556 1.4242 0.835
C -0.3526 2.1896 2.6651 -1.304
O 0.6242 1.6329 0.5828 -0.536
H -3.0717 1.6093 2.5665 0.269
H -3.9259 0.1079 2.9836 0.136
H -3.7099 0.5924 1.2842 0.000
H -1.4411 -0.2669 3.1811 0.291
H -2.1454 -1.2294 1.9023 0.370
H -1.0146 3.0316 2.4551 0.359
H 0.6316 2.5694 2.9465 0.314
H -0.7220 1.6335 3.5246 0.414
C 2.9526 -0.5024 -1.0129 0.238
C 1.9642 -1.6021 -1.3455 -0.554
O 1.0139 -1.1681 -2.3325 -0.293
C 1.2141 -1.2428 -3.6597 0.946
C 2.6028 -1.5037 -4.1739 -1.095
O 0.2986 -1.0253 -4.4248 -0.601
H 3.5518 -0.2220 -1.8832 0.288
H 3.6268 -0.8227 -0.2187 -0.165
H 2.4262 0.3983 -0.6865 -0.090
H 2.4551 -2.5285 -1.6555 0.237
H 1.3869 -1.8435 -0.4513 0.373
H 3.1134 -0.5535 -4.3337 0.308
H 2.5243 -2.0317 -5.1260 0.368
H 3.1988 -2.1389 -3.5215 0.278
C 1.5319 3.0014 -3.3209 -1.081
C 2.8241 2.2144 -3.3907 0.428
O 3.6987 2.7454 -4.3986 -0.420
C 4.5667 3.7533 -4.1924 0.712
C 4.4243 4.5916 -2.9535 -0.808
O 5.3950 4.0234 -5.0330 -0.588
H 1.7095 4.0392 -3.0313 0.342
H 0.8478 2.5521 -2.5972 0.259
H 1.0454 3.0232 -4.2996 0.327
H 3.3292 2.1525 -2.4239 0.222
H 2.6023 1.1902 -3.6878 -0.421
H 3.7686 5.4381 -3.1653 0.240
H 5.4113 4.9643 -2.6741 0.301
H 4.0516 4.0406 -2.0920 0.287
C 6.2020 -1.0729 4.7711 -1.015
C 5.9004 -0.0781 3.6691 -0.416
O 5.0047 -0.6405 2.6976 -0.291
C 3.6637 -0.6192 2.7976 0.832
C 3.0379 -0.2760 4.1195 -1.041
O 2.9804 -0.9503 1.8537 -0.489
H 5.3016 -1.3394 5.3288 0.300
H 6.9328 -0.6611 5.4704 0.390
H 6.6007 -1.9992 4.3496 0.273
H 5.5187 0.8706 4.0545 0.375
H 6.8230 0.1552 3.1345 0.321
H 2.8869 -1.1914 4.6945 0.299
H 2.0701 0.1927 3.9315 0.072
H 3.6138 0.4384 4.7046 0.368
C 6.6749 -4.3005 -0.7100 -1.191
C 6.2917 -3.0984 0.1293 -0.077
O 7.4011 -2.6514 0.9250 -0.365
C 8.3433 -1.7930 0.4994 1.017
C 8.4523 -1.5033 -0.9695 -1.045
O 9.1404 -1.3260 1.2870 -0.666
H 7.4634 -4.0563 -1.4246 0.294
H 5.8099 -4.6735 -1.2633 0.387
H 7.0594 -5.1025 -0.0748 0.318
H 5.8823 -2.2820 -0.4706 0.169
H 5.5078 -3.3864 0.8321 0.324
H 9.1471 -2.2125 -1.4248 0.199
H 8.8410 -0.4910 -1.0937 0.345
H 7.4986 -1.5298 -1.4932 0.347
C -8.1974 -2.5719 5.3349 -0.971
C -6.8949 -3.3443 5.2807 -0.414
O -6.0128 -2.7991 4.2882 -0.354
C -5.1605 -1.7831 4.5094 0.729
C -5.3285 -0.9505 5.7484 -1.069
O -4.3232 -1.5001 3.6790 -0.550
H -8.0362 -1.5336 5.6314 0.270
H -8.8869 -3.0317 6.0464 0.360
H -8.6698 -2.5512 4.3496 0.300
H -6.4030 -3.4044 6.2547 0.362
H -7.0992 -4.3720 4.9752 0.306
H -5.9913 -0.1108 5.5304 0.268
H -4.3496 -0.5671 6.0419 0.316
H -5.7059 -1.5082 6.6032 0.388
C 14.5767 -4.1486 2.2038 -0.918
C 14.2783 -3.1445 1.1089 -0.368
O 13.3807 -3.6954 0.1348 -0.374
C 12.0382 -3.6669 0.2405 0.678
C 11.4201 -3.3292 1.5665 -0.175
O 11.3479 -3.9870 -0.7033 -0.582
H 13.6758 -4.4152 2.7599 0.268
H 15.3096 -3.7445 2.9059 0.348
H 14.9714 -5.0736 1.7759 0.290
H 13.9007 -2.1973 1.5015 0.353
H 15.2012 -2.9105 0.5751 0.303
H 11.2654 -4.2478 2.1364 0.237
H 10.4551 -2.8533 1.3835 -0.390
H 12.0021 -2.6221 2.1544 0.290
```

Values from the calculation:
E_tot = -3490.33118 Ha

---

Entry 2:
Here is 3 unconnected molecules or ions with the total composition C40H76N2O9Si in a non-equilibrium geometry from the Open Molecules 2025 dataset. Energies are from the ωB97M-V functional and the def2-TZVPD basis.

XYZ file:
```
128
Properties=species:S:1:pos:R:3:mulliken_charge:R:1
C -1.3840 -3.1307 5.5023 -1.127
Si -1.1999 -2.8534 3.5991 0.272
C -2.2594 -1.3018 3.0855 -0.147
C 0.6257 -2.3947 3.1868 0.722
C 1.0938 -2.7955 1.7008 -0.810
C 1.6558 -1.5756 0.8206 0.321
C 2.6430 -0.5847 1.5992 0.505
C 3.5897 0.2872 0.6325 -0.964
C 3.0499 1.7682 0.3470 -0.383
C 1.4632 1.8306 0.0177 0.856
C 1.0962 3.0486 -0.9858 -0.856
C -0.4027 2.8982 -1.6056 -0.417
O -1.3048 3.2437 -0.5314 -0.249
C -2.5113 2.4582 -0.5518 -0.174
C -3.5170 3.0669 0.5703 -0.895
N -2.8245 3.3093 1.8789 0.016
C -3.6189 2.8026 3.0386 -0.006
C -3.4259 3.6191 4.4048 -0.471
C -2.0985 4.5081 4.4929 -0.772
C -0.7261 3.7281 4.2239 -0.348
N -0.5153 2.4951 5.0361 0.276
C -1.1704 1.9662 6.2068 -0.267
C -0.3718 0.6630 6.5211 -0.731
C 0.7693 0.4662 5.4803 -0.295
C 0.6056 1.6976 4.5331 -0.450
C -2.2930 0.8987 -0.1794 0.233
O -2.1626 0.0367 -1.3312 -0.373
O -1.7797 -1.2244 -0.9728 -0.206
C -1.8553 -4.3368 2.5585 0.302
C -1.0294 -5.6665 2.3773 -0.143
C -1.5704 -6.8276 1.4948 -0.585
C -2.9672 -6.6090 0.8184 -0.386
C -3.7940 -5.3191 1.0187 -0.452
C -3.2518 -4.1564 1.8935 -0.215
H -0.3124 -3.1571 5.9341 0.284
H -1.9697 -2.2258 5.9137 0.283
H -1.9322 -4.1220 5.6679 0.365
H -1.6688 -0.3222 3.1969 -0.165
H -3.2240 -1.2602 3.7101 0.413
H -2.5982 -1.3898 1.9894 -0.206
H 0.7704 -1.2837 3.4465 -1.012
H 1.2766 -2.9980 3.9289 0.324
H 0.2470 -3.2820 1.0878 0.309
H 1.9270 -3.5970 1.7553 0.318
H 2.2515 -2.0110 -0.0631 0.329
H 0.7448 -1.0371 0.3616 -0.548
H 2.0649 0.1227 2.2923 -0.636
H 3.3440 -1.1903 2.2946 0.516
H 3.7479 -0.2281 -0.3843 0.322
H 4.6455 0.3685 1.1011 0.280
H 3.5834 2.2764 -0.5348 0.140
H 3.2781 2.4242 1.2672 0.216
H 1.1316 0.8584 -0.4792 -0.063
H 0.9378 1.9754 1.0339 -0.345
H 1.0495 4.0128 -0.3441 0.182
H 1.8894 3.2381 -1.7832 0.393
H -0.4796 1.8205 -1.9738 0.276
H -0.4723 3.6085 -2.5000 0.256
H -3.0323 2.4732 -1.5715 0.365
H -3.9419 4.0590 0.1511 0.301
H -4.3975 2.3403 0.6488 0.451
H -1.9973 2.6772 1.8386 -0.240
H -4.7371 2.8438 2.7447 0.422
H -3.3858 1.6895 3.2563 -0.205
H -3.5770 2.9018 5.2945 0.145
H -4.3160 4.3581 4.4736 0.372
H -2.0391 4.9117 5.5761 0.321
H -2.1216 5.4051 3.7865 0.366
H -0.5285 3.4977 3.1088 0.099
H 0.1245 4.4585 4.5194 0.275
H -2.0565 2.4356 6.7321 0.390
H -0.5413 -0.0502 7.3925 0.369
H 1.5734 -0.3284 5.3794 0.471
H 1.2296 1.9606 3.6066 0.310
H -1.3418 0.8717 0.4896 -0.111
H -3.1404 0.4907 0.4894 0.256
H -1.4219 -1.2490 -0.0542 0.153
H -0.0117 -5.7805 2.8950 0.273
H -0.9965 -7.8059 1.3540 0.320
H -3.4206 -7.4208 0.1425 0.329
H -4.8172 -5.2075 0.5143 0.282
H -3.8936 -3.2192 1.9864 0.264
C -0.9160 -8.2884 -7.1707 -0.785
O -1.5826 -8.2640 -5.9227 -0.251
C -0.9911 -9.1493 -4.9774 -0.600
C -1.3073 -8.7016 -3.5552 -0.326
O -0.4908 -7.6152 -3.1135 -0.483
C -0.8021 -6.3344 -3.6697 -0.470
C -2.0986 -5.7434 -3.1285 -0.220
O -3.2186 -6.3038 -3.8075 -0.304
C -4.4215 -6.1409 -3.0824 -0.583
H -0.9528 -9.2915 -7.6085 0.324
H -1.4192 -7.5884 -7.8396 0.231
H 0.1234 -7.9640 -7.0525 0.332
H 0.0958 -9.1861 -5.1137 0.350
H -1.4106 -10.1468 -5.1509 0.413
H -1.0717 -9.5310 -2.8822 0.394
H -2.3668 -8.4769 -3.4229 0.152
H -0.7884 -6.3633 -4.7602 0.163
H 0.0201 -5.6825 -3.3584 0.422
H -2.1117 -4.6609 -3.3008 0.426
H -2.1706 -5.9403 -2.0521 0.115
H -4.3559 -6.6549 -2.1169 0.118
H -5.2315 -6.5919 -3.6576 0.293
H -4.6393 -5.0788 -2.9315 0.294
C 4.6856 8.3962 -0.3083 -0.763
O 5.0805 7.7076 -1.4800 -0.265
C 4.9812 6.2947 -1.3351 -0.542
C 4.8322 5.6270 -2.6970 -0.488
O 3.5050 5.7102 -3.2211 -0.416
C 3.1110 6.9924 -3.7172 -0.402
C 3.7884 7.3620 -5.0319 -0.620
O 5.0977 7.8651 -4.7890 -0.252
C 5.9159 7.8112 -5.9416 -0.777
H 5.3240 8.1177 0.5366 0.322
H 4.7845 9.4671 -0.4927 0.236
H 3.6365 8.1825 -0.0776 0.324
H 4.1227 6.0327 -0.7059 0.345
H 5.9015 5.9460 -0.8532 0.403
H 5.0250 4.5579 -2.5696 0.456
H 5.5635 5.9973 -3.4168 0.190
H 3.2385 7.7657 -2.9585 0.182
H 2.0363 6.9056 -3.9054 0.404
H 3.2153 8.1508 -5.5332 0.432
H 3.8360 6.4796 -5.6811 0.357
H 6.0395 6.7739 -6.2717 0.330
H 6.8981 8.2088 -5.6827 0.232
H 5.4870 8.4161 -6.7467 0.316
```

Values from the calculation:
E_tot = -2645.28494 Ha

---

Entry 3:
Here is 5 unconnected molecules or ions with the total composition C40H78F3I3O22P4S in a non-equilibrium geometry from the Open Molecules 2025 dataset. Energies are from the ωB97M-V functional and the def2-TZVPD basis.

XYZ file:
```
151
Properties=species:S:1:pos:R:3:mulliken_charge:R:1
C 3.9193 -3.0949 2.4820 -0.912
C 3.3974 -2.2733 1.7691 -2.009
C 2.7719 -1.3229 0.8023 2.413
C 3.8204 -0.4799 0.0081 -1.118
C 5.2347 -0.3755 0.6447 -1.434
C 6.2909 -1.3122 -0.0451 -0.915
C 6.4678 -2.6719 0.6084 0.451
O 6.1956 -3.6608 -0.0324 -0.566
O 6.9667 -2.7954 1.8633 -0.337
C 7.6259 -4.0466 2.0898 -0.281
C 6.6815 -5.1498 2.6341 -0.880
C 1.7773 -0.3994 1.6666 1.449
C 2.5618 0.4998 2.6174 -2.254
I 3.5505 2.3301 2.0204 0.021
C 2.7227 0.2203 3.9108 0.694
C 3.4968 1.1109 4.8877 -1.479
I 1.9169 -1.5149 4.8493 0.025
C 0.6534 0.2850 0.8118 -0.939
I -1.2590 -0.7918 1.1570 0.082
C 0.2734 1.7328 1.2165 -1.709
C -0.2542 1.8932 2.6842 -0.710
C -1.7358 2.3911 2.7170 -0.450
C -2.5119 1.8848 3.9915 -0.693
C -3.8351 1.2023 3.5436 -0.509
C -4.7936 2.2050 2.8348 -0.278
C -5.5318 1.4991 1.6663 -1.206
O 0.8806 0.3246 -0.5971 -0.477
S 1.1030 -1.1154 -1.3160 1.792
O -0.1036 -1.6505 -1.8729 -0.762
O 1.9814 -0.8346 -2.4158 -0.750
C 1.9538 -2.2864 -0.1837 1.449
C 2.9448 -3.2561 -0.8849 -0.506
C 2.5234 -3.7889 -2.2965 -0.819
C 3.6918 -3.6590 -3.2783 0.287
F 3.3301 -4.3949 -4.3842 -0.321
F 4.8030 -4.2304 -2.8149 -0.214
F 3.8907 -2.4263 -3.7216 -0.261
O 1.1476 -3.0352 0.6857 -0.230
C 0.2940 -4.0104 0.1076 0.183
C -0.3225 -4.8268 1.3017 -0.779
C -1.6823 -4.2867 1.7991 -1.068
H 4.3377 -3.7462 3.2194 0.701
H 3.9963 -0.8627 -1.0082 0.601
H 3.3581 0.5026 -0.1658 0.913
H 5.2575 -0.4357 1.7399 0.487
H 5.5880 0.6416 0.4013 0.582
H 6.1028 -1.3612 -1.1209 0.316
H 7.2519 -0.7801 0.0881 0.505
H 8.2253 -4.3950 1.2407 0.364
H 8.3470 -3.8540 2.9021 0.348
H 5.7855 -5.1490 1.9954 0.155
H 7.1342 -6.1414 2.4840 0.366
H 6.4295 -4.9659 3.6855 0.248
H 1.2221 -1.1275 2.2746 0.990
H 4.5401 1.2420 4.5633 0.341
H 3.4877 0.7057 5.9052 0.438
H 3.0394 2.1122 4.8932 0.348
H -0.6103 1.9550 0.5920 0.788
H 1.0107 2.4884 0.9242 0.467
H 0.3455 2.6861 3.1613 0.364
H -0.1143 0.9846 3.2865 0.286
H -2.3017 2.0116 1.8529 0.434
H -1.7155 3.4893 2.7480 0.279
H -2.7840 2.7820 4.5723 0.278
H -1.9128 1.2042 4.6153 0.414
H -3.5584 0.4532 2.7803 -0.026
H -4.3474 0.7107 4.3843 0.474
H -5.5110 2.6044 3.5697 0.444
H -4.2524 3.0686 2.4174 0.154
H -6.1309 0.6662 2.0755 0.299
H -4.7947 1.0648 0.9748 0.246
H -6.2341 2.1676 1.1496 0.376
H 2.9988 -4.1327 -0.2261 0.614
H 3.9757 -2.8943 -0.9589 -0.430
H 2.3665 -4.8780 -2.2234 0.524
H 1.5953 -3.3754 -2.7035 0.409
H 0.7789 -4.7724 -0.5235 -0.020
H -0.5707 -3.6239 -0.4509 0.384
H -0.4382 -5.8663 0.9598 0.516
H 0.4439 -4.8498 2.0943 0.234
H -2.3111 -3.8671 1.0039 0.215
H -1.5022 -3.5289 2.5751 0.179
H -2.2287 -5.1206 2.2703 0.418
C -0.7557 8.0012 2.8963 -0.773
O -1.7432 7.0892 3.4096 -0.153
P -2.5179 7.5407 4.8534 0.935
O -3.1685 6.1876 5.0010 -0.580
O -3.4653 8.5784 4.0403 -0.340
C -4.3725 8.0571 3.0746 -0.372
O -3.1694 8.1773 6.2625 -0.305
C -2.9033 7.4584 7.4706 -0.629
H -0.3441 7.5775 1.9824 0.229
H -1.2084 8.9692 2.6666 0.321
H 0.0523 8.1346 3.6175 0.313
H -4.5537 6.9896 3.1992 0.253
H -3.9711 8.2375 2.0757 0.204
H -5.3191 8.5868 3.1718 0.090
H -1.9010 7.0325 7.4707 0.321
H -3.6387 6.6644 7.5877 0.242
H -2.9941 8.1524 8.3054 0.243
C -8.2787 13.9911 0.8500 -0.703
O -9.1955 13.0014 1.3515 -0.293
P -8.9065 11.3912 0.8892 1.025
O -10.2464 10.9788 1.4438 -0.654
O -7.7132 11.2239 1.9772 -0.263
C -8.0318 11.3460 3.3593 -0.630
O -8.5589 9.8612 0.2912 -0.290
C -9.5204 9.2928 -0.6022 -0.652
H -8.5943 14.9647 1.2192 0.241
H -7.2635 13.7896 1.2021 0.308
H -8.2934 14.0068 -0.2410 0.299
H -9.0968 11.2294 3.5581 0.344
H -7.7064 12.3253 3.7152 0.263
H -7.4847 10.5784 3.9052 0.184
H -9.9637 10.0497 -1.2474 0.326
H -10.3012 8.7999 -0.0259 0.260
H -9.0133 8.5523 -1.2197 0.237
C 5.2162 -7.0389 -3.9061 -0.535
O 4.6257 -8.2404 -3.3670 -0.271
P 4.0653 -9.3670 -4.4833 1.125
O 3.3369 -10.2452 -3.5146 -0.675
O 5.5593 -9.8900 -4.8307 -0.361
C 6.2650 -10.6306 -3.8425 -0.673
O 3.5193 -10.0118 -5.9178 -0.334
C 2.0985 -10.0827 -6.0828 -0.613
H 5.5194 -6.4071 -3.0779 0.204
H 6.0952 -7.2802 -4.5097 0.340
H 4.4890 -6.5017 -4.5123 0.178
H 5.6042 -11.0297 -3.0734 0.349
H 7.0138 -9.9878 -3.3755 0.230
H 6.7716 -11.4578 -4.3379 0.233
H 1.6003 -9.2219 -5.6389 0.280
H 1.7265 -10.9976 -5.6248 0.277
H 1.8820 -10.1069 -7.1502 0.254
C 1.0015 -2.3469 -6.3666 -0.706
O 0.3351 -2.5857 -7.6233 -0.389
P -0.4265 -4.0757 -7.7930 1.179
O -0.7129 -3.9760 -9.2586 -0.697
O -1.6760 -3.6385 -6.8597 -0.346
C -2.5900 -2.6695 -7.3590 -0.686
O -0.8124 -5.6764 -7.5372 -0.306
C -0.1486 -6.6306 -8.3728 -0.622
H 1.4543 -1.3588 -6.4005 0.333
H 0.2866 -2.3814 -5.5406 0.340
H 1.7837 -3.0902 -6.2076 0.257
H -2.5220 -2.5546 -8.4405 0.362
H -2.3933 -1.7078 -6.8816 0.219
H -3.5979 -2.9908 -7.0999 0.239
H 0.8794 -6.3359 -8.5790 0.331
H -0.6947 -6.7336 -9.3089 0.265
H -0.1463 -7.5901 -7.8563 0.213
```

Values from the calculation:
E_tot = -6182.19387 Ha

---

Computed HOMO-LUMO gap (eV) in order:
8.7 8.5 6.8
Computed LUMO (Ha) in order:
0.017 0.019 -0.083